(1)
{
  "formula": "C19H20F2N2O3",
  "method": "the ωB97M-V functional and the def2-TZVPD basis",
  "smiles": "CCc1ccc(OCC(=O)N/N=C(\\C)c2ccccc2OC(F)F)cc1",
  "orbital_gap_ev": 7.5,
  "e_above_lowest_kcal_mol": 410.9,
  "e_lumo_ev": -0.43,
  "symbols": ["C", "C", "C", "C", "C", "C", "O", "C", "C", "O", "N", "N", "C", "C", "C", "C", "C", "C", "C", "C", "O", "C", "F", "F", "C", "C", "H", "H", "H", "H", "H", "H", "H", "H", "H", "H", "H", "H", "H", "H", "H", "H", "H", "H", "H", "H"],
  "positions_angstrom": [[-6.040, 0.849, -1.982], [-4.612, 0.170, -1.755], [-3.456, 0.860, -1.496], [-3.105, 1.427, -0.165], [-1.962, 2.230, -0.391], [-1.184, 2.460, -1.488], [-0.194, 3.195, -1.446], [0.348, 3.935, -0.337], [0.741, 2.901, 1.011], [0.755, 3.395, 2.139], [1.141, 1.744, 0.473], [1.458, 0.728, 1.034], [1.707, -0.508, 0.789], [1.389, -0.988, -0.798], [2.301, -1.419, 1.629], [1.688, -1.531, 3.110], [2.027, -2.374, 3.946], [2.944, -3.375, 3.770], [3.593, -3.415, 2.074], [3.088, -2.382, 1.347], [3.763, -2.234, 0.172], [4.577, -3.340, -0.383], [5.791, -3.209, 0.630], [4.223, -4.507, -0.151], [-1.626, 1.974, -2.630], [-2.772, 0.903, -2.771], [-5.922, 1.447, -3.030], [-6.997, 0.245, -2.226], [-6.136, 1.651, -1.289], [-4.512, -0.865, -2.534], [-5.002, -0.394, -0.782], [-3.650, 1.298, 0.596], [-1.697, 2.624, 0.749], [1.006, 4.605, -0.375], [-0.563, 4.353, 0.372], [1.052, 1.413, -0.580], [0.630, -0.391, -1.232], [2.177, -0.550, -1.159], [1.474, -1.971, -0.806], [1.062, -0.533, 3.256], [1.767, -2.109, 4.991], [3.255, -4.005, 4.357], [4.357, -4.072, 2.048], [4.914, -3.087, -1.408], [-0.899, 2.305, -3.517], [-2.900, 0.547, -3.764]]
}



(2)
{
  "formula": "C10H20",
  "method": "the ωB97M-V functional and the def2-TZVPD basis",
  "smiles": "C1CCCC1.C1CCCC1",
  "orbital_gap_ev": 10.6,
  "e_above_lowest_kcal_mol": 145.2,
  "e_lumo_ev": 1.02,
  "symbols": ["C", "C", "C", "C", "C", "H", "H", "H", "H", "H", "H", "H", "H", "H", "H", "C", "C", "C", "C", "C", "H", "H", "H", "H", "H", "H", "H", "H", "H", "H"],
  "positions_angstrom": [[-1.806, -0.715, 1.107], [-1.876, -1.199, -0.349], [-2.702, -0.144, -0.850], [-1.853, 1.082, -0.479], [-1.411, 0.801, 0.892], [-3.043, -0.661, 1.517], [-1.141, -1.301, 1.956], [-2.155, -2.295, -0.594], [-0.732, -1.309, -0.697], [-3.631, -0.126, -0.186], [-3.133, -0.085, -2.037], [-2.570, 1.987, -0.773], [-1.007, 1.092, -1.155], [-1.918, 1.601, 1.758], [-0.109, 0.853, 0.672], [1.874, 1.393, -0.002], [1.706, 0.351, 1.176], [2.118, -1.067, 0.529], [2.417, -0.935, -0.835], [1.590, 0.401, -1.168], [1.055, 2.136, 0.012], [3.045, 1.823, -0.048], [0.650, 0.322, 1.631], [2.434, 0.649, 1.881], [1.227, -1.762, 0.576], [3.057, -1.427, 1.199], [1.962, -1.747, -1.405], [3.486, -0.813, -0.992], [0.392, 0.383, -1.304], [1.793, 0.868, -2.138]]
}



(3)
{
  "formula": "C4H11FNO",
  "method": "the ωB97M-V functional and the def2-TZVPD basis",
  "smiles": "CO[C@](C)(F)C[NH3+]",
  "charge": 1,
  "orbital_gap_ev": 11.8,
  "e_above_lowest_kcal_mol": 0.0,
  "e_lumo_ev": -3.31,
  "symbols": ["C", "O", "C", "C", "F", "C", "N", "H", "H", "H", "H", "H", "H", "H", "H", "H", "H", "H"],
  "positions_angstrom": [[-1.845, -1.470, -0.251], [-0.654, -0.811, 0.268], [-0.151, 0.446, -0.167], [-0.779, 1.787, 0.384], [-0.088, 0.429, -1.510], [1.382, 0.469, 0.368], [1.941, -0.834, -0.183], [-1.742, -2.410, 0.190], [-1.734, -1.376, -1.369], [-2.649, -0.919, 0.067], [-1.893, 1.563, 0.619], [-0.261, 2.057, 1.268], [-0.688, 2.582, -0.414], [1.799, 1.310, -0.006], [1.531, 0.541, 1.397], [0.988, -1.304, -0.205], [2.363, -1.331, 0.522], [2.481, -0.727, -0.980]]
}



(4)
{
  "formula": "C3H7NOP2",
  "method": "the ωB97M-V functional and the def2-TZVPD basis",
  "orbital_gap_ev": 8.5,
  "e_above_lowest_kcal_mol": 20.1,
  "e_lumo_ev": -0.18,
  "symbols": ["C", "C", "C", "N", "O", "P", "P", "H", "H", "H", "H", "H", "H", "H"],
  "positions_angstrom": [[0.810, -0.326, -0.261], [0.917, 0.311, -1.555], [2.102, 0.417, -2.242], [-2.587, 0.736, 1.484], [-0.297, 0.039, 0.542], [-1.766, 0.683, 0.128], [-1.944, 0.068, 2.897], [0.575, -1.413, -0.339], [1.653, -0.128, 0.290], [-0.166, 0.504, -1.859], [2.145, 0.863, -3.218], [2.946, 0.083, -1.660], [-3.123, -0.819, 3.232], [-1.266, -1.018, 2.560]]
}



(5)
{
  "formula": "CH8IP5",
  "method": "the ωB97M-V functional and the def2-TZVPD basis",
  "s_squared": 2.013,
  "orbital_gap_ev": [4.8, 6.4],
  "multiplicity": 3,
  "e_lumo_ev": [0.00, -2.22],
  "symbols": ["C", "P", "P", "P", "P", "P", "I", "H", "H", "H", "H", "H", "H", "H", "H"],
  "positions_angstrom": [[2.088, 0.720, 0.038], [0.991, -0.628, 0.093], [1.230, 1.888, -1.025], [-1.698, 1.023, -0.137], [-1.754, -2.340, -0.377], [-1.079, -0.736, 1.015], [1.986, 1.324, 2.078], [1.573, -1.607, 1.034], [1.111, -1.424, -1.127], [1.564, 1.067, -2.156], [2.501, 2.730, -1.309], [-2.720, 1.369, 0.661], [-0.770, 1.632, 0.537], [-3.168, -1.854, -0.038], [-1.855, -3.167, 0.712]]
}



(6)
{
  "formula": "C4H6O",
  "method": "the ωB97M-V functional and the def2-TZVPD basis",
  "orbital_gap_ev": 9.0,
  "e_above_lowest_kcal_mol": 130.3,
  "e_lumo_ev": 0.80,
  "symbols": ["C", "C", "O", "C", "C", "H", "H", "H", "H", "H", "H"],
  "positions_angstrom": [[0.006, 0.619, 0.904], [0.969, -0.071, -0.148], [1.504, -1.312, 0.164], [-0.360, 0.094, -0.619], [-1.612, 0.137, -1.049], [0.233, 1.664, 1.105], [-0.133, -0.026, 1.771], [-1.292, 0.561, 0.302], [1.752, 0.594, -0.507], [0.798, -1.969, 0.101], [-1.865, -0.290, -2.025]]
}



(7)
{
  "formula": "C3H3N3O",
  "method": "the ωB97M-V functional and the def2-TZVPD basis",
  "orbital_gap_ev": 9.3,
  "e_above_lowest_kcal_mol": 92.5,
  "e_lumo_ev": 0.54,
  "symbols": ["N", "C", "N", "N", "O", "C", "C", "H", "H", "H"],
  "positions_angstrom": [[-1.661, 0.689, -1.480], [-0.589, 0.247, -1.074], [0.763, -1.553, -0.087], [0.558, -1.876, 1.084], [0.255, 2.069, 1.765], [0.348, 0.947, 1.897], [0.544, -0.176, -0.560], [-1.926, 0.367, -2.413], [0.252, -1.079, 1.668], [1.455, 0.365, -0.800]]
}